No. 1
Formula: C27H39N2NiO5
Source: OMol25
Level of theory: the ωB97M-V functional and the def2-TZVPD basis

Geometry as XYZ:
```
74
Properties=species:S:1:pos:R:3:forces:R:3
O -0.912 -1.493 -2.796 -0.58 0.78 0.66
C -1.270 -0.297 -3.532 -0.52 -0.37 0.10
C -2.599 -0.945 -3.937 -0.14 -0.64 -0.82
H -0.582 -0.067 -4.352 0.00 -0.07 0.28
H -1.380 0.544 -2.847 0.23 0.10 -0.16
C -2.262 -2.055 -2.933 0.35 0.23 0.02
H -2.528 -1.404 -4.913 -0.17 0.57 0.72
H -3.536 -0.359 -3.868 0.41 -0.40 0.28
C -1.892 -3.469 -3.358 0.01 -0.15 -0.12
H -1.096 -3.395 -4.107 -0.30 -0.09 -0.08
H -2.678 -4.145 -3.697 -0.22 0.17 0.04
H -1.414 -3.904 -2.472 -0.10 -0.11 -0.08
C -3.241 -2.028 -1.769 0.32 0.00 0.61
H -3.692 -1.044 -1.633 0.21 0.03 0.08
H -2.786 -2.334 -0.829 0.01 0.01 0.01
H -4.065 -2.715 -1.968 -0.02 -0.12 -0.20
Ni 0.417 0.532 0.732 0.56 -1.32 -1.62
C -1.201 1.054 1.791 -0.22 1.32 0.39
C -0.579 2.193 1.128 -2.06 0.74 0.75
C -1.084 2.206 -0.213 -0.12 0.20 0.50
H 0.013 2.960 1.638 -0.23 -0.49 -0.45
C -1.980 1.121 -0.375 -0.02 -0.12 0.73
C -1.993 0.371 0.824 -1.27 0.72 -0.23
H -2.616 -0.515 1.011 0.53 0.45 -0.12
H -1.155 0.858 2.866 0.09 -0.06 -0.52
H -0.874 2.981 -0.951 0.09 -0.38 0.15
H -2.628 0.947 -1.231 0.46 -0.13 0.12
C 1.504 -1.076 1.496 -0.22 -1.21 -0.39
C 0.117 -1.513 1.505 1.15 -1.29 -0.14
C -0.160 -2.126 0.247 0.70 0.00 0.63
H -0.498 -1.534 2.399 0.02 0.04 -0.28
C 0.991 -2.012 -0.570 0.24 -0.30 0.99
C 2.017 -1.393 0.185 -0.46 -0.70 0.76
H 3.065 -1.323 -0.098 -0.29 0.31 -0.13
H 2.089 -0.823 2.381 -0.22 0.17 -0.37
H -1.041 -2.715 0.017 0.03 0.48 -0.08
H 1.093 -2.437 -1.564 -0.06 0.39 0.15
O -1.778 -0.947 -6.480 -0.95 -0.46 -2.53
C -2.880 -1.837 -6.928 0.19 0.26 0.52
C -3.017 -1.761 -8.455 0.51 0.08 0.54
H -3.820 -1.496 -6.449 0.56 -0.12 -0.11
H -2.674 -2.870 -6.575 -0.01 0.65 -0.14
C -2.156 -0.561 -8.861 0.20 0.23 0.60
H -4.060 -1.589 -8.716 0.04 -0.28 -0.17
H -2.637 -2.678 -8.910 -0.23 0.07 -0.05
C -1.263 -0.245 -7.634 0.25 -0.38 0.16
H -2.798 0.296 -9.075 0.20 -0.04 -0.24
H -1.527 -0.823 -9.710 -0.14 0.34 -0.18
H -1.216 0.841 -7.409 -0.02 -0.66 -0.08
H -0.241 -0.633 -7.794 -0.25 0.35 -0.03
C 5.245 1.129 2.404 0.01 0.07 0.44
C 5.192 1.467 0.926 0.01 -0.31 -0.82
C 4.169 2.548 0.470 -0.13 0.46 -0.03
C 4.507 3.954 1.035 0.00 0.39 -0.71
C 4.511 4.166 2.532 -0.17 -0.18 0.57
C 4.257 2.655 -1.065 0.15 -0.01 -0.31
O 5.167 3.232 -1.639 -0.20 -0.26 0.31
N 3.257 2.052 -1.804 0.78 0.32 -0.21
C 2.142 1.372 -1.331 -0.66 -0.75 0.65
O 1.405 0.780 -2.120 0.81 0.88 0.76
N 1.956 1.423 0.030 1.03 1.00 -0.96
C 2.742 2.148 0.874 -0.59 -0.22 0.58
O 2.320 2.419 2.008 0.57 -0.37 -0.76
H 5.913 1.814 2.936 -0.17 -0.16 0.00
H 5.629 0.115 2.555 -0.05 0.11 -0.09
H 4.257 1.192 2.864 0.08 -0.05 0.00
H 6.188 1.789 0.589 -0.25 0.03 -0.05
H 4.969 0.550 0.362 -0.02 0.14 0.07
H 5.475 4.275 0.624 -0.26 -0.21 -0.09
H 3.761 4.640 0.612 0.11 -0.08 -0.04
H 5.437 3.825 2.996 0.00 0.05 0.03
H 4.398 5.229 2.755 0.10 0.04 -0.05
H 3.668 3.638 2.979 0.26 0.18 0.07
H 3.375 2.022 -2.810 0.08 0.14 0.18
```
Positions in Å, forces in eV/Å.

Results
2S+1 ... 3
<S²> ... 2.0155
Total charge ... -1
Kohn-Sham gap (spin up / spin down) ... 5.76 / 5.64 eV
HOMO level (spin up / spin down) ... -3.43 / -3.31 eV
Max |F| ... 2.744 eV/A
Calculated total energy ... -82890.96109 eV

No. 2
Formula: C27H39O5Tl
Source: OMol25
Level of theory: the ωB97M-V functional and the def2-TZVPD basis

Geometry as XYZ:
```
72
Properties=species:S:1:pos:R:3:forces:R:3
C 0.206 -0.220 -7.626 -0.59 -0.44 -0.39
C -0.168 -0.809 -6.247 0.56 0.22 -0.46
C 0.064 1.319 -7.486 0.39 -0.46 -0.15
C -1.051 1.474 -6.445 -0.46 -0.04 0.57
H -0.205 1.759 -8.456 0.24 -0.09 0.31
H 1.032 1.716 -7.146 -0.42 0.02 -0.11
C -1.340 0.070 -5.839 -0.10 0.02 -0.23
H 0.708 -0.669 -5.593 -0.37 -0.10 -0.06
H -0.411 -1.879 -6.315 0.22 0.49 0.19
C -1.508 0.274 -4.341 0.02 0.22 0.54
H -2.247 -0.352 -6.301 0.14 0.17 0.22
H -1.974 1.821 -6.941 0.38 0.05 0.20
C -0.778 2.379 -5.205 -0.17 -0.29 0.33
C 1.543 -0.723 -8.118 1.15 -0.68 1.43
C -0.676 -0.756 -8.764 -0.68 0.61 -0.56
O -0.938 -0.157 -9.782 -0.10 -0.79 0.90
O 2.380 -1.278 -7.426 -0.83 0.79 -0.95
O 1.678 -0.548 -9.438 0.44 0.28 0.16
O -1.059 -2.033 -8.500 0.35 -0.19 -0.23
C -0.659 -3.108 -9.369 -0.41 0.35 0.04
H -0.300 -3.893 -8.703 -0.02 -0.03 -0.18
H 0.133 -2.804 -10.059 -0.15 0.08 0.11
H -1.535 -3.444 -9.924 0.13 -0.10 -0.09
C 2.954 -0.902 -9.945 0.21 -0.19 -0.20
H 3.751 -0.376 -9.411 -0.14 -0.08 -0.10
H 2.913 -0.607 -10.990 0.20 -0.08 -0.05
H 3.104 -1.979 -9.839 0.12 0.12 -0.07
O -1.373 1.693 -4.055 -0.39 -0.19 -1.80
H -0.722 -0.268 -3.771 -0.50 0.18 -0.29
H -2.493 -0.065 -3.974 0.45 0.26 -0.03
C -1.485 3.717 -5.399 -0.04 0.05 0.21
C 0.699 2.593 -4.874 0.02 0.13 0.05
H 1.187 3.219 -5.630 0.01 -0.09 0.03
H 1.240 1.643 -4.784 -0.09 0.16 0.02
H 0.777 3.115 -3.911 -0.06 -0.21 -0.23
H -1.360 4.342 -4.507 -0.11 -0.07 -0.16
H -2.555 3.552 -5.590 0.25 0.07 0.16
H -1.060 4.247 -6.264 -0.04 -0.13 0.19
Tl -0.155 1.048 -1.481 0.47 0.05 2.08
C -2.188 -0.229 1.519 -0.10 -0.81 -0.61
C -2.700 -0.029 0.203 0.30 -0.24 0.30
C -2.316 -1.151 -0.596 0.35 -0.11 0.74
H -3.315 0.810 -0.127 0.19 -0.16 0.09
C -1.570 -2.042 0.238 -0.45 0.50 0.05
C -1.500 -1.479 1.537 -0.55 0.41 -0.49
H -1.006 -1.924 2.401 -0.02 0.19 -0.27
H -2.332 0.424 2.375 0.08 0.00 -0.18
H -2.584 -1.327 -1.634 0.02 0.04 0.06
H -1.118 -2.981 -0.077 -0.04 0.23 0.04
C 2.646 0.593 0.521 -0.01 -0.66 0.17
C 2.197 -0.348 1.498 0.29 -0.05 -1.02
C 1.887 -1.559 0.818 0.36 0.24 -0.19
H 2.116 -0.188 2.571 -0.10 0.06 -0.21
C 2.159 -1.384 -0.562 0.11 0.42 0.45
C 2.631 -0.043 -0.754 -0.24 -0.34 0.53
H 2.968 0.392 -1.695 -0.04 -0.07 0.17
H 2.960 1.616 0.717 -0.12 -0.18 -0.07
H 1.494 -2.469 1.284 0.10 0.40 -0.23
H 2.038 -2.140 -1.336 -0.05 0.14 0.08
C 1.191 3.056 2.599 -0.37 -0.21 0.23
C -0.246 3.077 2.050 -0.19 -0.13 0.01
C -1.053 4.282 2.584 0.03 -0.17 0.34
C -0.264 3.072 0.574 0.10 -1.18 -1.71
H 1.854 3.713 2.019 -0.15 -0.04 0.09
H 1.592 2.036 2.567 -0.05 0.29 -0.14
H 1.191 3.383 3.647 0.14 0.05 -0.01
H -0.776 2.156 2.388 0.33 0.42 0.14
H -0.733 5.222 2.115 0.03 -0.19 0.05
H -2.119 4.134 2.374 0.15 0.10 -0.07
H -0.930 4.360 3.670 -0.11 0.16 0.28
H -1.243 3.072 0.091 -0.02 0.49 0.05
H 0.558 3.559 0.054 -0.09 0.34 -0.08
```
Positions in Å, forces in eV/Å.

Results
Total charge ... -2
Kohn-Sham gap ... 2.37 eV
HOMO level ... 0.88 eV
Max |F| ... 2.131 eV/A
Calculated total energy ... -43557.70761 eV

No. 3
Formula: C27H40BBrClO13P2
Source: OMol25
Level of theory: the ωB97M-V functional and the def2-TZVPD basis

Geometry as XYZ:
```
85
Properties=species:S:1:pos:R:3:forces:R:3
C 9.042 0.067 1.408 -0.22 -0.36 -0.19
C 7.572 -0.010 0.974 0.43 0.19 0.77
C 6.861 1.359 1.039 0.17 -0.37 -0.37
C 6.524 1.952 -0.339 0.23 -0.56 0.31
C 5.659 1.039 -1.221 -0.38 1.05 0.00
C 4.131 1.283 -1.018 0.56 -0.62 -0.26
C 3.362 -0.036 -0.813 0.26 0.29 -0.69
C 1.974 -0.061 -1.452 -0.37 -0.40 0.85
C 0.892 0.700 -0.616 0.59 0.21 -1.25
C -0.397 -0.065 -0.505 -0.01 0.46 0.59
C -0.502 -1.167 0.236 -0.09 -0.23 0.76
C 0.611 -1.809 1.023 -0.34 -0.90 -0.03
C 1.125 -3.088 0.290 -0.70 0.06 -0.83
C 0.783 -4.368 1.037 0.82 -0.33 1.46
O 1.227 -4.578 2.148 -0.47 0.28 -0.88
O -0.005 -5.300 0.470 0.40 0.31 -0.24
C -1.828 -1.855 0.329 0.06 0.16 -0.61
O -1.919 -3.063 0.425 0.06 0.64 0.05
C -3.031 -0.929 0.262 1.02 -1.07 0.27
C -4.178 -1.204 0.971 -0.01 -0.87 0.06
P -4.377 -2.688 2.052 -1.07 0.79 1.11
P -5.035 -4.359 0.819 1.96 -0.92 -0.85
O -3.911 -5.269 0.569 0.14 -0.36 0.26
O -6.189 -5.160 1.612 -0.31 0.86 -0.16
O -5.683 -3.849 -0.556 -0.74 0.10 1.01
C -5.249 -0.312 0.913 -0.63 -0.77 0.75
C -6.465 -0.657 1.740 0.40 0.13 0.48
C -5.142 0.832 0.147 -0.89 0.08 0.05
C -6.286 1.808 0.086 -0.19 0.83 0.85
Br -7.916 0.976 -0.672 0.29 0.06 -0.19
C -6.524 2.508 1.477 -0.48 -0.98 -0.33
C -7.986 2.719 1.868 0.33 0.75 0.41
C -3.984 1.086 -0.548 0.77 1.66 -1.43
B -3.849 2.441 -1.393 0.28 0.30 0.20
O -3.598 2.470 -2.723 -0.71 -0.11 -0.04
O -4.025 3.670 -0.772 -0.87 -0.52 -0.21
C -4.911 4.505 -1.530 0.29 0.81 -0.24
C -2.922 0.210 -0.507 0.41 -0.30 -0.11
C -1.624 0.387 -1.239 0.70 0.11 -0.42
O -1.510 0.817 -2.373 -0.37 -0.10 0.53
H 9.397 -0.965 1.492 0.30 0.13 0.01
H 9.161 0.545 2.385 -0.07 0.03 -0.04
H 9.626 0.578 0.642 -0.02 -0.08 0.43
H 7.554 -0.468 -0.015 -0.13 0.12 -0.04
H 7.084 -0.700 1.673 -0.18 -0.05 -0.20
H 7.536 2.055 1.545 -0.15 0.04 0.10
H 5.971 1.248 1.669 -0.11 0.22 -0.14
H 6.013 2.904 -0.168 0.03 0.06 -0.27
H 7.460 2.151 -0.865 0.01 0.03 0.09
H 5.909 1.295 -2.253 -0.04 -0.21 -0.05
H 5.898 -0.017 -1.106 0.10 0.04 0.17
H 3.781 1.752 -1.941 -0.26 0.12 0.17
H 3.988 1.989 -0.197 -0.18 -0.04 0.02
H 3.339 -0.309 0.247 -0.16 0.01 0.00
H 3.947 -0.819 -1.305 -0.02 -0.01 0.03
H 1.662 -1.106 -1.525 -0.04 -0.01 -0.08
H 1.996 0.320 -2.472 0.10 0.07 0.02
H 0.746 1.657 -1.120 -0.33 0.01 0.18
H 1.327 0.934 0.356 -0.28 -0.18 0.20
H 0.206 -2.167 1.974 0.02 0.22 0.05
H 1.412 -1.119 1.265 0.08 0.08 -0.22
H 2.193 -3.029 0.081 0.08 -0.18 0.34
H 0.641 -3.120 -0.692 0.12 0.01 0.00
H -0.307 -5.003 -0.397 -0.20 0.06 0.09
H -3.095 -3.088 2.472 -0.01 -0.16 -0.76
H -5.726 -5.715 2.254 -0.13 -0.20 -0.03
H -6.102 -4.631 -0.947 -0.05 0.17 -0.31
H -6.888 -1.615 1.439 -0.23 0.16 -0.15
H -6.119 -0.806 2.767 -0.09 -0.03 -0.02
H -7.218 0.114 1.780 -0.17 -0.09 -0.28
H -6.093 2.622 -0.598 -0.01 -0.33 -0.27
H -5.992 3.459 1.490 0.09 -0.04 -0.24
H -6.047 1.864 2.216 0.02 0.22 0.19
H -8.492 1.803 2.165 -0.03 -0.06 -0.17
H -8.004 3.394 2.729 -0.05 -0.12 0.05
H -8.557 3.222 1.089 -0.02 -0.16 -0.11
H -3.587 1.588 -3.108 0.40 0.01 -0.09
H -4.367 5.089 -2.274 0.09 -0.10 0.00
H -5.675 3.938 -2.067 0.07 -0.09 0.04
H -5.418 5.217 -0.877 0.14 -0.18 0.26
O 9.089 1.711 -3.290 -0.04 0.01 0.02
Cl 10.027 0.786 -2.690 -0.01 0.00 -0.07
O 11.364 1.085 -3.141 -0.02 0.01 0.01
O 9.677 -0.566 -3.058 -0.02 0.00 0.02
O 9.962 0.920 -1.245 0.06 0.10 -0.38
```
Positions in Å, forces in eV/Å.

Results
Total charge ... -1
Kohn-Sham gap ... 6.22 eV
HOMO level ... -5.99 eV
Max |F| ... 2.327 eV/A
Calculated total energy ... -157083.29968 eV